No. 1
Density functional theory data (the ωB97M-V functional and the def2-TZVPD basis) for a cluster of 11 separate species, H22N2O12 in total in a non-equilibrium geometry.

Atoms and positions in Å:
N -24.358 -27.381 -41.851
H -24.506 -26.476 -42.247
H -24.867 -27.599 -40.990
H -23.332 -27.512 -41.829
H -24.886 -28.102 -42.611
N -20.972 -28.915 -40.071
O -21.180 -29.541 -38.998
O -21.705 -29.187 -41.042
O -19.913 -28.555 -40.262
O -22.365 -24.317 -42.673
H -23.237 -23.816 -42.489
H -22.277 -24.719 -41.698
O -22.801 -27.519 -43.799
H -21.990 -28.024 -43.772
H -23.066 -27.568 -44.781
O -23.918 -27.156 -38.312
H -23.765 -26.580 -37.554
H -23.797 -27.846 -37.954
O -26.277 -29.531 -39.635
H -25.631 -29.678 -38.978
H -26.119 -30.127 -40.370
O -27.631 -27.926 -41.468
H -28.655 -27.855 -41.469
H -27.392 -28.503 -40.668
O -25.991 -31.408 -41.802
H -25.276 -30.963 -42.291
H -26.581 -31.906 -42.249
O -25.681 -25.339 -44.025
H -25.967 -26.140 -44.674
H -26.461 -24.676 -44.037
O -22.065 -25.751 -40.049
H -22.466 -26.347 -39.535
H -21.310 -26.229 -40.440
O -27.034 -25.313 -41.298
H -26.978 -25.653 -40.385
H -27.133 -26.177 -41.739

Cartesian forces (eV/Å) of the 6 atoms listed first:
-2.14 -3.53 -2.14
-0.57 1.24 -0.07
0.48 0.66 0.26
-0.40 -0.75 0.25
2.46 2.49 2.51
-3.57 -7.50 1.70

Calculated values
orbital gap: 6.767 eV
relative energy (zero: lowest compared OMol25 entry of this formula, charge and spin): 204.6 kJ/mol
total energy: -1025.29985 Ha

Mulliken atomic charge list, values in e, 2 entries:
1. N -0.2148
2. H 0.3486



No. 2
Density functional theory data (the ωB97M-V functional and the def2-TZVPD basis) for a cluster of 9 separate species, C38H45F8NO27 in total in a non-equilibrium geometry.

Atoms and positions in Å:
C 3.283 3.964 1.454
C 3.094 3.127 0.624
C 2.972 1.873 -0.104
C 4.365 1.222 -0.299
O 5.124 1.451 -1.214
N 4.593 0.307 0.763
C 3.473 0.487 1.733
C 3.346 -0.659 2.734
C 4.700 -1.253 3.185
C 4.839 -2.754 2.802
C 6.179 -2.945 2.064
C 4.805 -3.696 4.019
C 2.312 0.787 0.788
C 0.951 1.180 1.346
O 0.790 0.782 2.730
C -0.523 0.602 3.037
C -0.976 -0.830 3.101
O -1.250 1.540 3.250
H 3.544 4.701 2.176
H 2.346 1.961 -0.987
H 4.506 -0.594 0.279
H 3.818 1.333 2.325
H 2.861 -0.223 3.604
H 2.655 -1.423 2.376
H 5.524 -0.685 2.764
H 4.763 -1.206 4.269
H 4.069 -3.057 2.094
H 6.266 -3.991 1.774
H 6.990 -2.730 2.761
H 6.236 -2.311 1.183
H 5.643 -4.382 3.975
H 3.893 -4.289 4.061
H 4.886 -3.159 4.964
H 2.184 -0.158 0.256
H 0.190 0.662 0.762
H 0.728 2.239 1.267
H -1.663 -0.933 3.934
H -0.132 -1.503 3.212
H -1.470 -1.064 2.160
O 3.773 -2.606 -0.637
C 3.481 -2.403 -1.768
O 3.231 -3.354 -2.696
C 2.776 -2.700 -3.891
C 3.351 -1.315 -3.714
F 2.547 -0.363 -4.257
O 3.354 -1.160 -2.311
H 1.686 -2.684 -3.907
H 3.141 -3.207 -4.780
H 4.368 -1.192 -4.091
O 7.345 2.290 -6.737
C 6.377 2.436 -6.073
O 5.765 1.454 -5.366
C 4.721 2.057 -4.590
C 4.443 3.320 -5.365
F 4.055 4.340 -4.559
O 5.712 3.620 -5.920
H 5.090 2.266 -3.583
H 3.857 1.406 -4.521
H 3.714 3.209 -6.170
O 1.702 -1.435 -7.730
C 1.116 -0.441 -7.472
O -0.231 -0.343 -7.367
C -0.541 0.974 -6.900
C 0.689 1.748 -7.315
F 0.973 2.752 -6.447
O 1.709 0.769 -7.239
H -0.659 0.961 -5.815
H -1.455 1.343 -7.358
H 0.651 2.152 -8.328
O -4.612 -0.167 7.604
C -4.431 0.734 6.861
O -3.243 1.357 6.668
C -3.402 2.290 5.592
C -4.891 2.536 5.615
F -5.382 2.788 4.369
O -5.398 1.302 6.077
H -3.074 1.828 4.661
H -2.818 3.190 5.766
H -5.213 3.334 6.286
O -6.698 -1.673 1.132
C -6.420 -0.525 1.087
O -5.893 0.191 2.108
C -5.570 1.496 1.615
C -6.488 1.611 0.423
F -5.928 2.359 -0.578
O -6.595 0.270 -0.015
H -4.517 1.525 1.325
H -5.748 2.257 2.366
H -7.471 2.000 0.655
O -0.047 2.133 -1.167
C -1.067 2.736 -1.120
O -2.003 2.754 -2.095
C -3.149 3.454 -1.586
C -2.539 4.301 -0.495
F -3.395 4.490 0.538
O -1.457 3.494 -0.061
H -3.863 2.737 -1.191
H -3.626 4.040 -2.367
H -2.159 5.269 -0.825
O -9.692 1.940 1.569
C -10.046 1.526 0.516
O -9.293 1.579 -0.611
C -9.987 0.853 -1.634
C -11.414 0.910 -1.141
F -12.113 -0.197 -1.480
O -11.247 0.945 0.267
H -9.611 -0.170 -1.673
H -9.849 1.324 -2.604
H -11.970 1.794 -1.459
O 5.035 -6.237 2.554
C 3.947 -6.693 2.542
O 3.511 -7.689 3.355
C 2.106 -7.852 3.140
C 1.933 -7.275 1.754
F 0.722 -6.684 1.597
O 2.943 -6.288 1.707
H 1.553 -7.278 3.884
H 1.823 -8.899 3.209
H 2.087 -7.989 0.943

Cartesian forces (eV/Å) of the 6 atoms listed first:
0.23 0.57 0.22
0.03 -0.51 0.07
-0.75 -0.82 -0.04
0.41 0.52 -0.42
-0.57 -0.38 0.51
-0.58 0.11 -1.12

Calculated values
orbital gap: 9.381 eV
relative energy (zero: lowest compared OMol25 entry of this formula, charge and spin): 0.0 kJ/mol
total energy: -4360.20219 Ha

Mulliken atomic charge list, values in e, 2 entries:
1. C 0.1624
2. C -1.5346



- Which formula does entry 1 have?
  H22N2O12



What did the first record say?
Density functional theory data (the ωB97M-V functional and the def2-TZVPD basis) for a cluster of 11 separate species, H22N2O12 in total in a non-equilibrium geometry.

Atoms and positions in Å:
N -24.358 -27.381 -41.851
H -24.506 -26.476 -42.247
H -24.867 -27.599 -40.990
H -23.332 -27.512 -41.829
H -24.886 -28.102 -42.611
N -20.972 -28.915 -40.071
O -21.180 -29.541 -38.998
O -21.705 -29.187 -41.042
O -19.913 -28.555 -40.262
O -22.365 -24.317 -42.673
H -23.237 -23.816 -42.489
H -22.277 -24.719 -41.698
O -22.801 -27.519 -43.799
H -21.990 -28.024 -43.772
H -23.066 -27.568 -44.781
O -23.918 -27.156 -38.312
H -23.765 -26.580 -37.554
H -23.797 -27.846 -37.954
O -26.277 -29.531 -39.635
H -25.631 -29.678 -38.978
H -26.119 -30.127 -40.370
O -27.631 -27.926 -41.468
H -28.655 -27.855 -41.469
H -27.392 -28.503 -40.668
O -25.991 -31.408 -41.802
H -25.276 -30.963 -42.291
H -26.581 -31.906 -42.249
O -25.681 -25.339 -44.025
H -25.967 -26.140 -44.674
H -26.461 -24.676 -44.037
O -22.065 -25.751 -40.049
H -22.466 -26.347 -39.535
H -21.310 -26.229 -40.440
O -27.034 -25.313 -41.298
H -26.978 -25.653 -40.385
H -27.133 -26.177 -41.739

Cartesian forces (eV/Å) of the 6 atoms listed first:
-2.14 -3.53 -2.14
-0.57 1.24 -0.07
0.48 0.66 0.26
-0.40 -0.75 0.25
2.46 2.49 2.51
-3.57 -7.50 1.70

Calculated values
orbital gap: 6.767 eV
relative energy (zero: lowest compared OMol25 entry of this formula, charge and spin): 204.6 kJ/mol
total energy: -1025.29985 Ha

Mulliken atomic charge list, values in e, 2 entries:
1. N -0.2148
2. H 0.3486